Below is a single C19H25N3O3S molecule, with properties calculated with ωB97M-V/def2-TZVPD.

The geometry in XYZ format:
```
51
Properties=species:S:1:pos:R:3:forces:R:3
C -1.493373 -4.212854 -2.305615 0.20 -0.18 0.09
C -0.080202 -4.353208 -1.748831 -0.02 0.18 0.05
C 0.949135 -3.771940 -2.717297 -0.16 -0.24 0.19
C 0.029648 -3.698469 -0.362925 -0.12 -0.73 0.06
N -0.189783 -2.269622 -0.340539 -0.80 0.29 0.00
S -1.726453 -1.675623 -0.154779 0.51 0.36 0.15
O -2.503663 -2.641011 0.566270 0.16 -0.14 0.14
O -2.257776 -1.147162 -1.385463 0.11 0.11 0.16
C -1.383772 -0.282405 0.914477 -0.19 -0.24 -0.44
C -0.757730 -0.504453 2.125600 0.09 -0.01 0.19
C -0.499985 0.566894 2.961541 -0.06 -0.10 -0.09
C -0.859833 1.860441 2.588950 -0.26 0.06 -0.05
C -0.542471 3.022956 3.485549 0.15 -0.03 0.02
C 0.960345 3.350290 3.458214 -0.20 0.24 -0.08
C 1.390246 3.681327 2.038870 0.23 -0.40 0.51
O 1.312146 4.793260 1.563923 -0.20 0.50 -0.15
N 1.877075 2.621476 1.351040 0.29 -0.25 -0.19
C 2.311760 2.727883 -0.027369 0.02 0.03 -0.01
C 1.410924 1.963598 -0.958514 -0.01 0.03 -0.10
C 0.379401 2.585682 -1.653429 0.10 -0.20 -0.05
C -0.411869 1.832207 -2.503531 0.11 0.03 0.01
C -0.152312 0.474926 -2.622861 -0.15 0.25 -0.20
N 0.812931 -0.129792 -1.948808 0.07 -0.28 -0.13
C 1.567596 0.595843 -1.139796 0.13 0.36 0.07
C -1.484262 2.061156 1.363911 0.02 -0.09 0.21
C -1.754557 0.989578 0.529994 -0.12 -0.11 -0.16
H -2.216043 -4.658625 -1.626127 -0.14 -0.04 0.03
H -1.571813 -4.707457 -3.271596 -0.04 -0.03 -0.10
H -1.755464 -3.165301 -2.429376 -0.05 0.03 -0.14
H 0.138516 -5.418704 -1.608387 0.01 0.06 0.05
H 0.745823 -2.722298 -2.916556 0.02 0.15 -0.07
H 0.917501 -4.309274 -3.662388 0.03 0.00 -0.12
H 1.953737 -3.857870 -2.307656 0.17 0.03 -0.01
H -0.721783 -4.123453 0.305928 0.19 -0.19 0.02
H 1.025000 -3.887985 0.055928 -0.11 0.00 0.01
H 0.302115 -1.754696 -1.067987 0.05 0.27 -0.08
H -0.492306 -1.513235 2.398237 0.10 -0.11 0.12
H -0.025373 0.401252 3.918489 0.05 -0.04 0.11
H -0.831912 2.790964 4.512696 -0.04 0.06 -0.02
H -1.097016 3.903799 3.160326 -0.03 0.00 0.06
H 1.145006 4.226120 4.080823 0.09 -0.05 -0.05
H 1.537412 2.509105 3.843819 0.01 -0.01 0.04
H 1.822468 1.697266 1.748976 -0.06 0.11 0.10
H 3.337811 2.351299 -0.107783 -0.09 0.11 -0.04
H 2.296761 3.793983 -0.267537 0.10 -0.18 -0.01
H 0.211974 3.645960 -1.530189 -0.02 0.12 0.01
H -1.213289 2.285201 -3.065241 -0.09 0.02 -0.07
H -0.741767 -0.155881 -3.271654 -0.11 0.01 -0.05
H 2.347085 0.051375 -0.620305 0.13 0.02 0.12
H -1.764671 3.060677 1.066536 -0.03 0.13 -0.04
H -2.252936 1.116797 -0.417557 -0.04 0.09 -0.10
```
Forces are in eV/Å.

- SMILES: CC(C)CNS(=O)(=O)c1ccc(CCC(=O)NCc2cccnc2)cc1
- HOMO-LUMO gap: 9.85 eV
- HOMO: -9.3 eV
- E: -41557.654 eV
- Relative energy (zero: lowest compared OMol25 entry of this formula, charge and spin): 170.4 kJ/mol

Löwdin atomic charge list, values in e, 6 entries: C -0.071; C -0.410; C -0.073; C -0.222; N -0.116; S 0.644



Below is a molecular structure, C19H25N3PtSSi, with properties calculated with ωB97M-V/def2-TZVPD.

The geometry in XYZ format:
```
50
Properties=species:S:1:pos:R:3:forces:R:3
C -0.329189 -0.835695 0.898447 0.69 0.42 0.98
C 0.746465 -1.782393 0.908542 -0.22 -0.16 0.17
C 1.972350 -1.078383 0.875612 0.01 0.24 0.18
H 0.630240 -2.862797 1.005325 0.09 0.37 -0.19
C 1.686361 0.321784 0.925978 0.04 -0.36 0.55
C 0.271039 0.482108 1.002929 -0.11 -0.65 1.05
H -0.255133 1.418607 1.224840 0.40 -0.50 -0.15
H -1.396618 -1.073119 0.982300 0.68 -0.01 0.11
H 2.974526 -1.511040 0.918656 -0.46 0.09 -0.13
H 2.430877 1.119896 0.961039 -0.34 -0.32 0.03
Pt -0.311808 -0.202656 -1.607506 -0.77 -0.75 -0.37
C -0.030434 -2.597009 -4.238216 -0.70 0.11 0.13
H 1.055251 -2.513066 -4.145852 -0.18 0.10 0.00
H -0.373220 -1.910692 -4.983376 -0.21 0.47 -0.55
H -0.252993 -3.611194 -4.606093 -0.02 0.16 0.42
Si -0.772037 -2.326739 -2.469794 0.54 -4.12 -1.00
C -2.375604 -3.217511 -1.941518 0.07 0.57 -0.45
C -2.562116 -3.546417 -0.585794 -0.48 0.37 0.14
H -1.738900 -3.462446 0.132602 -0.16 -0.15 -0.29
C -3.829414 -3.884363 -0.101853 0.19 0.08 0.08
H -3.966817 -4.092256 0.966347 0.07 -0.05 -0.50
C -4.928343 -3.897055 -0.966249 0.58 0.08 -0.29
H -5.905028 -4.164690 -0.581356 0.02 0.10 -0.12
C -4.742377 -3.582145 -2.316911 -0.04 -0.23 0.09
H -5.602980 -3.579494 -2.979727 0.16 -0.05 0.03
C -3.470890 -3.271615 -2.813405 -0.06 0.11 0.36
H -3.314145 -3.021962 -3.866197 -0.27 -0.11 0.28
C 0.642332 -3.474654 -1.781479 -1.25 1.15 1.14
C 0.386817 -4.768126 -1.334190 0.14 -0.17 -0.01
H -0.639535 -5.125608 -1.267157 0.30 -0.08 -0.10
C 1.447370 -5.595875 -0.962948 -0.14 -0.12 -0.01
H 1.239335 -6.604786 -0.635701 -0.02 -0.06 0.03
C 2.764536 -5.144217 -1.000411 0.01 0.45 -0.07
H 3.597314 -5.781243 -0.685977 -0.39 0.20 -0.22
C 2.998821 -3.828480 -1.407221 0.05 -0.04 0.26
H 4.000135 -3.436113 -1.424094 0.31 0.01 0.00
C 1.944617 -2.994441 -1.762624 0.52 -0.10 0.16
H 2.125719 -1.946124 -2.007332 0.23 -0.22 -0.27
H -0.705346 -0.372296 -3.186714 -0.33 0.23 -0.63
H -1.713105 -1.173310 -1.317929 0.85 -0.48 0.26
N -1.846035 1.047492 -0.754332 -2.04 1.32 -0.15
N -1.513581 2.424205 -0.923142 -0.79 -0.49 0.57
C -0.251569 2.757913 -1.250438 0.34 1.93 0.19
N -0.011508 4.089063 -1.289405 -0.76 -1.09 -0.03
S 0.993462 1.652447 -1.516096 1.29 1.63 -0.55
H -2.747075 0.893766 -1.226501 0.43 0.02 -0.43
H -2.125130 0.851647 0.221313 0.71 0.23 -0.26
H -2.203781 3.092630 -0.562449 0.56 -0.22 -0.35
H 0.885154 4.447645 -1.575603 0.04 -0.04 -0.07
H -0.810292 4.715135 -1.288141 0.42 0.13 0.00
```
Forces are in eV/Å.

- Net charge: +2
- HOMO-LUMO gap (spin up / spin down): 6.22 / 4.24 eV
- HOMO (spin up / spin down): -12.4 / -14.2 eV
- E: -46515.632 eV
- 2S+1: 5
- Relative energy (zero: lowest compared OMol25 entry of this formula, charge and spin): 0.0 kJ/mol

Löwdin atomic charge list, values in e, 6 entries: C -0.103; C -0.006; C 0.029; H 0.138; C -0.061; C -0.138



Below is 5 unconnected molecules or ions with the total composition C19H25N4O9, with properties calculated with ωB97M-V/def2-TZVPD.

The geometry in XYZ format:
```
57
Properties=species:S:1:pos:R:3:forces:R:3
C 1.939820 -1.632742 -2.011443 -2.80 -2.83 -3.40
O 0.964816 -1.985454 -2.709594 -2.00 -0.25 -0.67
O 2.888606 -2.574179 -2.060640 6.08 5.40 5.11
O 2.060995 -0.622136 -1.416799 1.52 3.99 3.31
H 2.578373 -3.254860 -2.468640 -3.26 -6.29 -4.13
C -2.792424 -0.915145 -3.856910 -3.12 -1.21 5.77
C -2.440578 -1.623042 -2.490533 -2.34 1.31 -1.43
C -3.460719 -1.830054 -1.438946 0.63 1.83 -4.04
C -4.873996 -1.291259 -1.775707 3.02 0.06 0.85
C -5.228128 -0.566743 -2.980366 2.89 -2.02 0.67
C -4.161515 -0.420041 -3.958199 2.18 -1.41 0.64
N -5.851046 -1.449145 -0.654615 -3.66 -1.89 -1.18
O -5.786574 -2.496279 0.054269 0.48 3.12 -1.22
O -6.913024 -0.742861 -0.731402 3.19 -1.39 0.72
H -2.060825 -0.773951 -4.622937 0.28 0.03 -0.19
H -1.376777 -1.928543 -2.319586 -0.91 0.25 -0.24
H -2.964035 -2.332232 -0.546932 -1.91 0.80 -0.88
H -6.253613 -0.349481 -3.280761 0.36 0.22 0.62
H -4.300125 0.032027 -4.924061 -0.84 0.33 -0.09
C -0.095098 2.146365 0.001473 -1.12 2.26 0.88
C -0.980252 2.389436 1.211649 1.40 5.33 -4.77
C -1.518752 3.844980 1.354904 0.61 -0.69 -0.31
C -1.232355 4.915711 0.299923 2.16 -4.40 -0.85
C -0.228387 4.614677 -0.781660 -1.70 -0.76 0.26
C 0.283632 3.204070 -0.930692 -2.19 2.92 2.52
N -1.969571 6.212065 0.325029 1.41 -2.89 4.05
O -2.758152 6.227013 1.294867 0.01 1.40 -2.08
O -1.531889 7.108456 -0.324874 -0.79 1.18 -0.87
H 0.295790 1.132360 -0.176809 -0.17 0.54 0.01
H -1.216767 1.501722 1.736932 -0.42 -0.16 1.15
H -2.116380 4.223919 2.337983 1.38 -1.30 -2.82
H 0.022475 5.445122 -1.660444 -0.73 -2.37 2.72
H 0.944161 3.204854 -1.780624 0.24 -1.19 0.04
C 5.350589 -0.262555 -0.084183 -1.26 4.51 -2.74
O 6.225792 0.616697 -0.240447 -1.44 -1.03 -0.22
N 5.448641 -1.204977 0.767886 -1.40 -5.38 4.79
C 4.314117 -2.180481 0.808800 -0.94 1.77 -2.60
C 6.431254 -1.349012 1.935033 1.32 1.24 -5.24
H 4.175674 -0.295465 -0.564453 3.31 0.36 0.46
H 4.527896 -3.122137 0.418523 1.04 -1.40 -1.68
H 3.273322 -1.931962 0.383623 2.13 0.57 0.09
H 4.068687 -2.485011 1.719895 -0.64 -0.35 4.76
H 6.331892 -0.758755 2.738113 -2.42 1.67 3.49
H 7.265101 -0.694632 1.625054 0.49 -0.96 -0.83
H 6.791231 -2.316732 2.182957 -0.17 -0.94 -0.26
C 1.059329 -0.627875 2.116982 0.90 -0.30 -0.51
O 2.033164 -0.355627 2.815668 -1.97 -0.20 0.17
N -0.251262 -0.994297 2.477243 2.49 0.16 -1.55
C -1.059725 -1.647434 1.396850 5.54 3.42 -2.95
C -0.693353 -0.963959 3.796952 -3.30 -2.23 3.90
H 1.256637 -0.625376 1.002982 -0.73 -0.20 0.65
H -0.293629 -2.279884 0.810749 -1.68 0.37 0.91
H -1.316557 -0.830229 0.636434 -0.25 -1.16 1.03
H -1.851856 -2.115107 1.777547 -3.07 -2.00 1.41
H -0.045919 -0.727389 4.708148 0.00 -0.56 -2.02
H -1.375855 -1.969884 4.115182 2.32 1.88 -0.88
H -1.532855 -0.292548 3.940606 -0.16 0.85 -0.28
```
Forces are in eV/Å.

- Net charge: -1
- HOMO-LUMO gap: 6.24 eV
- HOMO: -5.4 eV
- E: -44483.996 eV
- Relative energy (zero: lowest compared OMol25 entry of this formula, charge and spin): 73.6 kJ/mol

Löwdin atomic charge list, values in e, 6 entries: C -0.920; O -0.074; O 0.113; O 0.015; H -0.006; C 0.008



Below is a single C19H25NO3S molecule, with properties calculated with ωB97M-V/def2-TZVPD.

The geometry in XYZ format:
```
49
Properties=species:S:1:pos:R:3:forces:R:3
C 2.133810 -6.863017 1.672635 -0.08 -0.02 -0.07
C 1.280070 -6.013722 0.788933 -0.36 -0.28 -0.35
C 0.389328 -6.558515 -0.069852 0.36 0.04 0.36
C -0.452894 -5.765702 -0.940479 -0.37 -0.39 -0.36
O -1.259199 -6.202836 -1.722800 0.26 0.21 0.25
O -0.309907 -4.402030 -0.858161 -0.17 0.15 -0.17
C 0.569794 -3.825917 -0.013413 0.67 0.14 0.66
C 0.616847 -2.433127 -0.026984 -0.12 0.08 -0.13
C 1.496918 -1.766369 0.809413 0.10 -0.35 0.09
O 1.656973 -0.423514 0.878619 0.22 -0.25 0.24
C 0.846390 0.425218 0.092932 -0.34 0.23 -0.17
C -0.548521 0.596752 0.690703 -0.04 0.23 -0.35
S -1.645378 1.544918 -0.407825 0.09 0.07 0.15
C -0.950486 3.220711 -0.208017 -0.07 -0.32 -0.09
C -1.933741 4.245653 -0.792078 0.02 -0.30 0.06
N -1.515877 5.622762 -0.723793 0.05 0.04 -0.01
C -1.391529 6.162012 0.615298 -0.22 0.23 0.04
C -1.351347 7.686691 0.541923 0.24 -0.13 0.16
C -0.174930 8.133882 -0.319215 -0.25 0.05 -0.12
C -0.278072 7.473000 -1.689657 0.27 -0.14 0.11
C -0.359101 5.956590 -1.529964 -0.09 0.22 -0.22
C 2.326772 -2.510265 1.664788 0.00 0.22 0.01
C 2.274587 -3.878843 1.676552 -0.20 0.04 -0.20
C 1.394762 -4.577543 0.837720 -0.29 0.34 -0.30
H 1.920982 -7.915520 1.508158 0.02 -0.05 0.02
H 1.947015 -6.626538 2.719074 0.04 0.00 0.09
H 3.187732 -6.681805 1.467137 0.09 0.00 0.04
H 0.258317 -7.625953 -0.152540 -0.01 -0.07 -0.01
H -0.048144 -1.926053 -0.706392 -0.06 0.11 -0.07
H 1.375157 1.382323 0.090071 -0.10 -0.13 -0.08
H 0.773748 0.063356 -0.938866 0.04 0.04 0.09
H -1.032994 -0.370955 0.817641 0.01 0.00 0.06
H -0.499506 1.096951 1.658292 0.03 -0.10 0.04
H -0.800011 3.387578 0.858832 0.07 0.07 0.02
H 0.005259 3.260731 -0.730853 0.03 0.14 0.09
H -2.886828 4.154444 -0.262992 0.01 -0.04 -0.06
H -2.110742 3.998162 -1.842779 -0.06 0.00 0.03
H -2.256805 5.839566 1.199554 0.05 -0.05 0.04
H -0.476955 5.803940 1.123476 -0.06 -0.02 0.02
H -1.270230 8.100762 1.548418 -0.04 0.03 0.03
H -2.281836 8.039661 0.095611 -0.08 0.02 0.04
H -0.171068 9.220409 -0.421322 0.08 0.02 0.04
H 0.761877 7.837121 0.159732 0.07 0.03 0.03
H -1.181429 7.820335 -2.192516 -0.02 0.01 -0.09
H 0.583984 7.731543 -2.306922 0.00 0.02 -0.05
H -0.471500 5.483548 -2.508439 0.05 -0.05 0.02
H 0.581849 5.594269 -1.075943 -0.02 -0.03 -0.06
H 3.004773 -1.971366 2.306683 0.08 0.06 0.08
H 2.921670 -4.427154 2.341912 0.08 -0.07 0.08
```
Forces are in eV/Å.

- SMILES: Cc1cc(=O)oc2cc(OCCSCCN3CCCCC3)ccc12
- HOMO-LUMO gap: 8.66 eV
- HOMO: -8.4 eV
- E: -38576.771 eV
- Relative energy (zero: lowest compared OMol25 entry of this formula, charge and spin): 172.8 kJ/mol

Löwdin atomic charge list, values in e, 6 entries: C -0.035; C -0.202; C 0.057; C -0.445; O 0.112; O 0.132



Below is a molecular structure, C19H26AsBeN4S, with properties calculated with ωB97M-V/def2-TZVPD.

The geometry in XYZ format:
```
52
Properties=species:S:1:pos:R:3:forces:R:3
Be -0.184887 1.307330 -0.571819 0.77 -0.35 -0.31
C 4.195305 4.649220 0.990606 0.12 -0.16 0.08
C 3.674628 4.775804 -0.421433 -0.26 0.16 -0.47
N 3.207454 3.524553 -1.018941 -0.31 -0.71 -0.09
C 2.021530 2.947722 -0.768100 0.47 0.45 0.03
S 1.619392 1.386315 -1.557622 -0.08 0.81 0.31
N 1.236274 3.604363 0.068546 -2.15 -1.98 -0.12
N 0.025642 2.831598 0.150171 1.65 1.23 0.21
C -1.017513 3.311769 0.700971 -0.50 -0.01 0.12
C -1.100555 4.643955 1.370552 -0.19 -0.19 -0.14
C -2.180013 2.365863 0.535628 1.39 0.89 0.14
C -3.414372 2.590274 1.037619 -1.02 0.26 0.49
C -4.409450 1.656354 0.782943 -0.42 0.14 0.21
C -4.123743 0.535975 0.036636 0.26 -0.19 -0.18
C -2.823984 0.376132 -0.425953 -0.37 0.21 0.14
N -1.880205 1.275774 -0.181289 0.12 -0.17 -0.39
H 4.563423 5.616900 1.327561 0.01 0.02 0.03
H 5.015745 3.933323 1.042611 0.02 0.01 0.01
H 3.410015 4.324693 1.664254 -0.11 -0.04 0.11
H 4.460327 5.134792 -1.088040 -0.07 0.08 0.06
H 2.841737 5.485819 -0.461352 0.17 -0.05 -0.01
H 3.796862 3.047894 -1.673951 0.18 -0.05 -0.09
H -0.251846 5.247328 1.069511 0.07 0.02 -0.02
H -1.071159 4.529581 2.455839 0.00 -0.07 0.02
H -2.025856 5.160988 1.115560 0.00 -0.03 -0.02
H -3.610530 3.477269 1.623797 -0.04 -0.04 -0.01
H -5.408287 1.811965 1.171828 0.03 -0.01 -0.01
H -4.877812 -0.204263 -0.185218 0.02 -0.02 -0.02
H -2.524941 -0.474490 -1.005470 0.00 -0.24 -0.17
C 1.721038 -2.024206 -0.849925 0.44 -0.07 0.05
As -0.083681 -1.434743 -0.685352 0.12 0.67 0.48
C -0.797112 -2.221402 -2.274307 -0.14 -0.19 -0.49
C -0.778080 -2.635320 0.679733 0.20 -0.48 0.40
C -0.426789 -4.099470 0.512493 -0.01 0.45 0.07
C 0.715958 -4.630237 1.104567 0.13 0.00 0.07
C 1.058487 -5.964557 0.932114 -0.22 -0.02 -0.15
C 0.252801 -6.795823 0.156732 0.01 0.27 0.09
C -0.894078 -6.276915 -0.429744 0.10 0.06 0.08
C -1.226114 -4.938864 -0.248763 -0.18 -0.18 -0.16
H 1.751733 -3.107430 -0.928031 0.05 -0.08 -0.04
H 2.301890 -1.697650 0.011034 0.05 0.01 -0.04
H 2.130194 -1.567368 -1.745753 0.17 -0.02 -0.06
H -0.492981 -3.266339 -2.324335 -0.04 0.00 -0.09
H -0.400830 -1.674336 -3.129334 -0.04 -0.08 -0.06
H -1.883268 -2.162375 -2.290904 -0.07 -0.05 -0.07
H -1.852675 -2.484932 0.673486 -0.26 -0.05 0.11
H -0.392853 -2.244749 1.627472 -0.10 -0.11 -0.06
H 1.342901 -3.990416 1.716553 0.01 -0.02 0.00
H 1.946836 -6.358041 1.405149 0.04 -0.01 0.02
H 0.511231 -7.835799 0.021010 0.02 -0.04 0.00
H -1.534908 -6.915170 -1.021689 -0.03 -0.01 -0.02
H -2.132879 -4.548677 -0.697652 -0.01 -0.02 -0.02
```
Forces are in eV/Å.

- Net charge: +1
- HOMO-LUMO gap: 7.07 eV
- HOMO: -11.1 eV
- E: -98157.580 eV

Löwdin atomic charge list, values in e, 6 entries: Be 0.034; C -0.086; C -0.238; N -0.006; C -0.724; S 0.717